(1)
# C5H5NO

One molecule with the formula C5H5NO in a non-equilibrium geometry (ωB97M-V/def2-TZVPD, OMol25).

E_LUMO = 0.025 Ha
HOMO level = -0.36594 hartree
Kohn-Sham gap = 10.63 eV
Relative energy (zero: lowest compared OMol25 entry of this formula, charge and spin) = 208.3 kJ/mol
Charge = 0
Calculated total energy = -8801.261 eV

Positions of all 12 atoms, in Å:
N  2.843844  0.019489  -0.500549
C  1.778535  -0.226519  -0.125251
C  0.568743  -0.594232  0.603209
C  -0.712135  -0.954605  -0.111897
C  -0.533387  0.409757  0.558815
C  -0.545325  1.226397  -0.669286
O  0.358212  1.227073  -1.470216
H  0.815238  -1.130144  1.511106
H  -0.591978  -1.063417  -1.188519
H  -1.527128  -1.533278  0.296877
H  -1.101925  0.669214  1.458481
H  -1.535131  1.635042  -0.920886

Atoms 1-3, force components in eV/Å:
N -0.856 -0.354 0.314
C 1.216 -0.419 0.069
C 0.172 -0.177 0.055

(2)
# C34H22Br4N8O9Ti

C34H22Br4N8O9Ti as an isolated structure in a non-equilibrium geometry (ωB97M-V/def2-TZVPD, OMol25).

E_LUMO (alpha / beta) = 0.141 / 0.142 Ha
HOMO level (alpha / beta) = -0.01286 / -0.07512 hartree
Kohn-Sham gap (alpha / beta) = 4.19 / 5.90 eV
<S²> = 2.04
Spin multiplicity = 3
Relative energy (zero: lowest compared OMol25 entry of this formula, charge and spin) = 97.8 kJ/mol
Charge = -2
Calculated total energy = -369248.464 eV

Positions of all 78 atoms, in Å:
Ti  9.091511  -17.585976  1.618907
C  8.905335  -12.705674  1.949205
C  8.808166  -13.246902  0.561741
C  8.300154  -12.516430  -0.511396
C  8.157701  -13.140839  -1.743783
C  8.713932  -14.417538  -1.902077
C  9.334879  -15.031543  -0.767539
N  9.306755  -14.462783  0.411527
C  9.968416  -16.328472  -0.903926
C  10.184555  -16.872265  -2.198307
C  10.904147  -18.030000  -2.368197
C  11.546964  -18.640518  -1.282485
C  11.289886  -18.171628  0.001973
N  10.404486  -17.059818  0.161895
C  11.911506  -18.750024  1.195109
C  12.938732  -19.709601  1.211732
C  13.415589  -20.167217  2.441339
C  13.035694  -19.445861  3.583347
C  11.919337  -18.620611  3.540193
C  11.297004  -18.076120  4.776846
N  11.319813  -18.375752  2.348056
H  7.932770  -12.334531  2.180970
H  9.189675  -13.550667  2.614394
H  9.498485  -11.800538  2.066444
H  7.948336  -11.523730  -0.343754
H  7.656248  -12.755540  -2.590202
H  8.528484  -14.960087  -2.807319
H  9.843240  -16.359025  -3.079704
H  11.036083  -18.482216  -3.385694
H  12.063008  -19.595764  -1.382484
H  13.358273  -20.116112  0.336007
H  13.994749  -21.106635  2.491337
H  13.480591  -19.706760  4.539663
H  11.991128  -17.684452  5.571379
H  10.621215  -17.277251  4.487759
H  10.758529  -18.847944  5.301567
O  7.892616  -15.718470  4.777206
C  7.987720  -15.907636  3.576560
O  9.079907  -16.255225  2.927954
C  6.727913  -15.690199  2.778297
C  5.667285  -14.949902  3.331870
C  4.550883  -14.695345  2.616686
C  4.537387  -14.746458  1.205011
C  5.662474  -15.282940  0.652049
C  6.692248  -15.952442  1.368041
O  7.483224  -16.844592  0.817638
N  5.711388  -15.249772  -0.821902
O  5.030711  -14.337379  -1.362456
O  6.324901  -16.120736  -1.451341
N  3.387445  -14.192906  3.355160
O  2.500458  -13.620550  2.659369
O  3.364207  -14.469012  4.570046
H  5.756200  -14.669186  4.380667
H  3.696920  -14.274958  0.678466
Br  6.225404  -23.501571  4.129938
C  7.425309  -22.288954  3.341669
C  8.396886  -22.703666  2.374147
Br  9.035956  -24.503337  2.278566
C  8.949308  -21.753101  1.517160
Br  10.549887  -22.081860  0.479092
C  8.601760  -20.392120  1.647931
O  8.959958  -19.413100  0.839606
C  7.878850  -19.966167  2.783117
O  7.984603  -18.709057  3.132619
C  7.132371  -20.948624  3.547133
Br  5.982822  -20.267336  4.932853
N  7.121519  -21.305331  -6.562193
C  6.789573  -20.596784  -5.405904
C  7.425621  -20.981012  -4.207495
N  7.050418  -20.565713  -3.040949
C  6.026101  -19.665385  -3.096001
C  5.407992  -19.317921  -4.298861
N  5.775022  -19.778967  -5.503442
H  8.089991  -21.633358  -6.642132
H  6.749975  -20.866292  -7.395355
H  8.304418  -21.598511  -4.224271
H  5.673828  -19.317624  -2.138336
H  4.600262  -18.579040  -4.313276

Atoms 1-3, force components in eV/Å:
Ti 0.728 -2.086 0.758
C -0.240 -0.436 0.255
C 0.778 0.431 -0.656

Q: The highest relative energy (zero: lowest compared OMol25 entry of this formula, charge and spin) belongs to which entry?
A: C5H5NO